No. 1
Formula: C29H73BClFN11O7
Source: the OMol25 dataset
Level of theory: wB97M-V/def2-TZVPD

Kohn-Sham gap, eV: 7.33
HOMO energy, eV: -10.4
LUMO level, eV: -3.03
Charge: +1
Multiplicity: 1

Last columns: bonded neighbours and bond lengths (Å).
Cartesian coordinates (Å):
1 C -4.817 -1.797 -3.427  N2 1.498, H21 1.107, H22 1.097, H23 1.111
2 N -5.452 -1.545 -2.093  C1 1.498, C3 1.477, H24 1.023
3 C -5.210 -2.711 -1.220  N2 1.477, N4 1.469, H25 1.102, H26 1.108
4 N -3.797 -2.646 -0.823  C3 1.469, F5 1.355, C6 1.332
5 F -3.247 -1.408 -0.832  N4 1.355
6 C -2.967 -3.620 -0.453  N4 1.332, N7 1.354, N17 1.363
7 N -1.681 -3.299 -0.177  C6 1.354, C8 1.357
8 C -1.130 -4.505 0.111  N7 1.357, C9 1.508, N13 1.325
9 C 0.330 -4.593 0.478  C8 1.508, C10 1.570, H27 1.103, H28 1.103
10 C 1.294 -4.694 -0.757  C9 1.570, C11 1.548, H29 1.106, H30 1.104
11 C 0.662 -4.129 -2.053  C10 1.548, Cl12 1.806, H31 1.106, H32 1.100
12 Cl 1.950 -4.133 -3.319  C11 1.806
13 N -2.045 -5.460 0.025  C8 1.325, B14 1.518, N17 1.371
14 B -1.571 -6.876 0.296  N13 1.518, N15 1.465, O16 1.363
15 N -1.204 -7.711 -0.851  B14 1.465, H33 1.027, H34 1.023
16 O -1.455 -7.445 1.530  B14 1.363, H35 0.973
17 N -3.268 -4.942 -0.317  C6 1.363, N13 1.371, C18 1.452
18 C -4.484 -5.723 -0.461  N17 1.452, C19 1.574, H36 1.106, H37 1.102
19 C -5.458 -5.310 0.705  C18 1.574, O20 1.174, H38 1.122
20 O -6.611 -5.527 0.692  C19 1.174
21 H -3.814 -1.331 -3.363  C1 1.107
22 H -5.402 -1.372 -4.252  C1 1.097
23 H -4.639 -2.876 -3.624  C1 1.111
24 H -6.451 -1.626 -2.296  N2 1.023
25 H -5.477 -3.601 -1.813  C3 1.102
26 H -5.866 -2.575 -0.338  C3 1.108
27 H 0.573 -3.655 1.007  C9 1.103
28 H 0.555 -5.419 1.173  C9 1.103
29 H 2.167 -4.058 -0.518  C10 1.106
30 H 1.691 -5.713 -0.908  C10 1.104
31 H -0.139 -4.830 -2.355  C11 1.106
32 H 0.281 -3.104 -1.944  C11 1.100
33 H -0.193 -7.692 -1.029  N15 1.027
34 H -1.599 -7.287 -1.694  N15 1.023
35 H -1.808 -6.811 2.178  O16 0.973
36 H -4.342 -6.812 -0.330  C18 1.106
37 H -4.971 -5.610 -1.443  C18 1.102
38 H -4.975 -4.826 1.595  C19 1.122
39 C 0.330 2.233 -5.337  C40 1.525, H45 1.091, H46 1.091, H47 1.092
40 C -0.776 2.058 -4.302  C39 1.525, C41 1.539, N44 1.468, H48 1.093
41 C -1.007 0.596 -3.882  C40 1.539, O42 1.422, H49 1.095, H50 1.098
42 O -1.700 -0.196 -4.839  C41 1.422, C43 1.417
43 C -0.899 -0.673 -5.907  O42 1.417, H51 1.094, H52 1.091, H53 1.091
44 N -2.008 2.674 -4.812  C40 1.468, H54 1.017, H55 1.018
45 H 0.010 1.966 -6.344  C39 1.091
46 H 0.647 3.276 -5.374  C39 1.091
47 H 1.206 1.631 -5.083  C39 1.092
48 H -0.468 2.605 -3.407  C40 1.093
49 H -1.643 0.598 -2.991  C41 1.095
50 H -0.068 0.108 -3.592  C41 1.098
51 H 0.118 -0.909 -5.581  C43 1.094
52 H -0.877 0.050 -6.723  C43 1.091
53 H -1.361 -1.584 -6.291  C43 1.091
54 H -2.713 2.656 -4.079  N44 1.017
55 H -2.386 2.053 -5.525  N44 1.018
56 C 0.579 4.044 -0.310  C57 1.525, H62 1.090, H63 1.092, H64 1.092
57 C 0.848 2.595 0.080  C56 1.525, C58 1.538, N61 1.469, H65 1.095
58 C 1.761 2.446 1.309  C57 1.538, O59 1.415, H66 1.095, H67 1.098
59 O 3.132 2.694 1.060  C58 1.415, C60 1.419
60 C 3.490 4.066 1.013  O59 1.419, H68 1.094, H69 1.091, H70 1.091
61 N 1.386 1.879 -1.084  C57 1.469, H71 1.017, H72 1.018
62 H 1.415 4.500 -0.842  C56 1.090
63 H -0.284 4.101 -0.977  C56 1.092
64 H 0.361 4.655 0.568  C56 1.092
65 H -0.117 2.146 0.340  C57 1.095
66 H 1.709 1.405 1.643  C58 1.095
67 H 1.406 3.061 2.146  C58 1.098
68 H 2.908 4.665 1.719  C60 1.094
69 H 3.375 4.459 0.002  C60 1.091
70 H 4.545 4.146 1.277  C60 1.091
71 H 1.461 0.891 -0.854  N61 1.017
72 H 2.353 2.174 -1.200  N61 1.018
73 C -1.476 6.810 2.288  C74 1.526, H79 1.090, H80 1.092, H81 1.092
74 C -0.121 7.021 2.958  C73 1.526, C75 1.538, N78 1.468, H82 1.095
75 C -0.108 8.161 3.989  C74 1.538, O76 1.417, H83 1.094, H84 1.098
76 O -0.097 9.463 3.428  C75 1.417, C77 1.416
77 C -1.358 9.935 2.987  O76 1.416, H85 1.094, H86 1.092, H87 1.090
78 N 0.897 7.221 1.919  C74 1.468, H88 1.017, H89 1.018
79 H -1.681 7.549 1.513  C73 1.090
80 H -1.508 5.830 1.805  C73 1.092
81 H -2.287 6.845 3.018  C73 1.092
82 H 0.120 6.099 3.497  C74 1.095
83 H 0.818 8.081 4.564  C75 1.094
84 H -0.932 8.059 4.709  C75 1.098
85 H -2.173 9.586 3.628  C77 1.094
86 H -1.539 9.639 1.951  C77 1.092
87 H -1.337 11.025 3.016  C77 1.090
88 H 1.812 7.251 2.361  N78 1.017
89 H 0.774 8.163 1.553  N78 1.018
90 C 4.803 7.480 8.522  C91 1.525, H96 1.090, H97 1.091, H98 1.092
91 C 4.844 7.048 7.059  C90 1.525, C92 1.539, N95 1.467, H99 1.094
92 C 3.672 7.585 6.220  C91 1.539, O93 1.419, H100 1.094, H101 1.098
93 O 2.435 6.925 6.438  C92 1.419, C94 1.419
94 C 1.740 7.342 7.603  O93 1.419, H102 1.093, H103 1.092, H104 1.091
95 N 4.928 5.584 6.999  C91 1.467, H105 1.017, H106 1.018
96 H 4.086 6.907 9.109  C90 1.090
97 H 5.780 7.330 8.985  C90 1.091
98 H 4.553 8.539 8.613  C90 1.092
99 H 5.762 7.458 6.627  C91 1.094
100 H 3.910 7.417 5.165  C92 1.094
101 H 3.555 8.669 6.344  C92 1.098
102 H 1.877 8.408 7.804  C94 1.093
103 H 2.057 6.749 8.463  C94 1.092
104 H 0.677 7.152 7.448  C94 1.091
105 H 5.068 5.302 6.032  N95 1.017
106 H 4.006 5.218 7.226  N95 1.018
107 C 1.769 -10.762 -4.811  C108 1.525, H113 1.090, H114 1.091, H115 1.092
108 C 0.891 -9.521 -4.685  C107 1.525, C109 1.538, N112 1.468, H116 1.094
109 C 1.492 -8.425 -3.788  C108 1.538, O110 1.424, H117 1.095, H118 1.097
110 O 1.414 -8.689 -2.391  C109 1.424, C111 1.420
111 C 2.404 -9.577 -1.893  O110 1.420, H119 1.093, H120 1.091, H121 1.091
112 N -0.442 -9.928 -4.225  C108 1.468, H122 1.017, H123 1.018
113 H 1.710 -11.409 -3.936  C107 1.090
114 H 1.451 -11.360 -5.667  C107 1.091
115 H 2.815 -10.491 -4.968  C107 1.092
116 H 0.789 -9.094 -5.687  C108 1.094
117 H 0.914 -7.509 -3.942  C109 1.095
118 H 2.524 -8.194 -4.077  C109 1.097
119 H 3.360 -9.452 -2.410  C111 1.093
120 H 2.065 -10.611 -1.970  C111 1.091
121 H 2.551 -9.358 -0.835  C111 1.091
122 H -1.059 -9.119 -4.248  N112 1.017
123 H -0.370 -10.149 -3.234  N112 1.018

No. 2
Formula: C8H17N4O
Source: the OMol25 dataset
Level of theory: wB97M-V/def2-TZVPD

Kohn-Sham gap, eV: 9.69
HOMO energy, eV: -13.9
LUMO level, eV: -4.23
Charge: +1
Multiplicity: 1

Last columns: bonded neighbours and bond lengths (Å).
Cartesian coordinates (Å):
1 C 1.129 -0.174 2.665  C2 1.518, N9 1.411, H14 1.141, H17 1.086
2 C 1.666 -1.495 2.143  C1 1.518, C3 1.518, N10 1.274
3 C 0.914 -1.719 0.844  C2 1.518, N12 1.481, H15 1.177, H16 1.174
4 C 2.560 1.398 -1.064  C7 1.290, H18 1.116, H19 1.019
5 C -3.453 1.487 -1.340  C8 1.475, H20 1.054, H21 1.113, H22 1.090
6 C -1.098 0.893 -0.925  C8 1.481, N11 1.454, H23 1.054, H24 1.159
7 C 2.725 0.157 -0.754  C4 1.290, H25 1.096, H26 1.113
8 C -2.511 0.455 -0.869  C5 1.475, C6 1.481, O13 1.424, H27 1.097
9 N 0.504 0.400 1.539  C1 1.411, N12 1.234
10 N 2.535 -2.248 2.692  C2 1.274, H28 0.969
11 N -0.253 -0.220 -0.522  C6 1.454, N12 1.280, H29 1.027
12 N 0.263 -0.405 0.635  C3 1.481, N9 1.234, N11 1.280
13 O -2.690 -0.761 -1.588  C8 1.424, H30 0.940
14 H 0.417 -0.481 3.503  C1 1.141
15 H 1.547 -2.110 -0.068  C3 1.177
16 H 0.053 -2.496 1.027  C3 1.174
17 H 1.844 0.594 2.945  C1 1.086
18 H 2.825 2.209 -0.345  C4 1.116
19 H 1.917 1.636 -1.818  C4 1.019
20 H -4.469 1.415 -1.067  C5 1.054
21 H -3.026 2.498 -1.154  C5 1.113
22 H -3.379 1.451 -2.427  C5 1.090
23 H -0.840 1.290 -1.866  C6 1.054
24 H -0.887 1.857 -0.317  C6 1.159
25 H 3.274 -0.202 0.124  C7 1.096
26 H 2.258 -0.615 -1.406  C7 1.113
27 H -2.662 0.120 0.165  C8 1.097
28 H 2.736 -3.040 2.171  N10 0.969
29 H -0.305 -1.070 -1.095  N11 1.027
30 H -3.596 -0.825 -1.829  O13 0.940

No. 3
Formula: C6H6N3P
Source: the OMol25 dataset
Level of theory: wB97M-V/def2-TZVPD

Kohn-Sham gap, eV: 8.35
SMILES: Pc1[nH]nc2cccnc12
HOMO energy, eV: -8.3
LUMO level, eV: 0.06
Multiplicity: 1

Last columns: bonded neighbours and bond lengths (Å).
Cartesian coordinates (Å):
1 C 0.879 1.901 -1.392  C2 1.343, C3 1.467, H11 1.126
2 C 1.753 1.261 -0.598  C1 1.343, C4 1.393, H12 1.055
3 C -0.510 1.433 -1.447  C1 1.467, N7 1.309, H13 1.036
4 C 1.257 0.276 0.251  C2 1.393, C5 1.399, N8 1.323
5 C -0.081 -0.075 0.041  C4 1.399, C6 1.687, N7 1.332
6 C -0.344 -1.318 1.151  C5 1.687, N9 1.379, P10 1.747
7 N -0.954 0.343 -0.873  C3 1.309, C5 1.332
8 N 1.852 -0.462 1.174  C4 1.323, N9 1.356
9 N 0.938 -1.340 1.657  C6 1.379, N8 1.356, H14 1.000
10 P -1.453 -2.618 1.513  C6 1.747, H15 1.487, H16 1.393
11 H 1.276 2.778 -1.977  C1 1.126
12 H 2.755 1.574 -0.714  C2 1.055
13 H -1.041 1.958 -2.165  C3 1.036
14 H 1.398 -1.803 2.414  N9 1.000
15 H -1.689 -3.097 0.125  P10 1.487
16 H -2.600 -1.832 1.607  P10 1.393

One value per record, in order, for E: -77886.7503; -16568.3319; -20075.4992 eV.